Record 1
A cluster of 10 separate species, C7H30O9 in total in a non-equilibrium geometry. Source: the OMol25 dataset; level of theory: ωB97M-V/def2-TZVPD.

The geometry in XYZ format:
```
46
Properties=species:S:1:pos:R:3:forces:R:3:nbo_charge:R:1
C 0.729 4.162 -0.131 1.8626 0.0971 0.3095 -0.626
C 1.065 4.172 1.399 0.2823 -0.0993 -2.6920 -0.425
C 1.317 2.788 1.951 -1.6059 0.4393 1.5311 -0.025
C 0.900 2.663 3.222 0.6150 -0.4327 -0.2536 -0.401
C 2.434 -0.782 0.814 1.3112 -0.1906 -3.0313 -0.688
C 1.834 0.404 1.454 0.5531 -0.1603 2.3618 -0.112
C 1.791 1.687 1.096 -1.2113 -0.0606 -1.1576 -0.249
H 0.075 3.376 -0.505 -0.6681 0.4127 0.2988 0.209
H 1.671 3.955 -0.651 -0.0659 0.0409 -0.1024 0.205
H 0.515 5.198 -0.390 -0.7017 -0.2258 -0.3886 0.216
H 1.960 4.790 1.436 0.2110 0.0473 0.3139 0.213
H 0.267 4.768 1.822 -0.1067 -0.4417 0.9662 0.206
H 0.583 3.553 3.747 -0.1869 -0.1332 0.1456 0.198
H 0.947 1.729 3.769 0.0137 0.0773 0.1023 0.191
H 1.814 -1.216 0.020 -0.3420 -0.1472 0.3925 0.223
H 3.316 -0.497 0.212 -0.3182 0.5848 -0.0324 0.241
H 2.931 -1.611 1.316 -0.9316 0.1543 1.1995 0.236
H 1.538 0.222 2.490 0.1305 -0.0034 0.0097 0.181
H 1.751 1.924 0.034 1.0770 0.0037 0.0280 0.201
H -1.415 -2.920 -3.789 -0.2172 0.0984 0.4633 0.513
H -1.347 -1.415 -3.774 -0.1970 0.0383 -0.0305 0.487
O -1.973 -2.136 -3.614 0.5441 0.4074 -0.6481 -0.970
H -2.646 -2.313 -2.088 -0.2782 -0.5387 -0.3696 0.500
H -3.983 -2.938 -1.641 0.0654 0.1194 0.0999 0.489
O -3.094 -2.742 -1.325 -0.2537 0.0482 0.0591 -1.016
H -1.734 2.229 1.887 -0.2161 -0.0980 0.0395 0.472
H -1.931 3.517 1.187 -0.2764 0.1023 -0.1224 0.466
O -2.438 2.744 1.465 0.6040 -0.0030 0.0941 -0.936
H 1.135 0.199 -3.508 -0.3202 0.0017 0.4381 0.485
H 0.936 -0.821 -2.295 -0.2010 0.4819 0.0672 0.496
O 1.230 -0.711 -3.206 0.1557 -0.3746 -0.3882 -0.963
H -2.893 -2.825 3.269 -0.4500 0.4346 0.1466 0.479
H -2.594 -1.324 2.961 -0.3713 -0.1270 0.0050 0.480
O -2.213 -2.147 3.277 0.6672 -0.0925 0.1527 -0.951
H 4.441 -0.092 -2.882 -0.0813 0.0047 0.0099 0.469
H 2.929 0.038 -2.645 0.3279 -0.2103 -0.0231 0.477
O 3.785 0.423 -2.402 -0.0368 0.1221 0.0343 -0.962
H -0.247 -3.413 -1.836 -0.3326 -0.2482 0.3612 0.494
H -1.095 -4.664 -2.303 -0.0188 0.1633 0.5212 0.487
O -0.408 -4.040 -2.549 0.5160 -0.2006 -0.7171 -0.968
H -1.554 -1.575 -0.882 0.3860 0.0526 0.1419 0.479
H -1.213 -1.517 0.543 0.4838 -0.0650 0.2023 0.485
O -0.766 -1.541 -0.314 -0.5798 0.0750 -0.2691 -0.967
H -2.425 -3.663 1.853 0.5242 0.1842 -0.7903 0.470
H -2.863 -3.675 0.304 0.3827 0.3773 0.2209 0.501
O -3.063 -3.964 1.204 -0.7447 -0.7163 0.3000 -0.990
```
Forces are in eV/Å.

Calculated values
Gap between HOMO and LUMO, eV: 8.6
Charge: 0
Maximum force, eV Å⁻¹: 3.3
Molecular weight, g mol⁻¹: 258.3
Lowest unoccupied orbital energy, Eh: 0.002
Highest occupied orbital energy, eV: -8.51
Energy, Eh: -961.7843



Record 2
A structure of composition C18H14CoF6N3O5S4 in a non-equilibrium geometry. Source: the OMol25 dataset; level of theory: ωB97M-V/def2-TZVPD.

The geometry in XYZ format:
```
51
Properties=species:S:1:pos:R:3:forces:R:3:nbo_charge:R:1
Co 0.508 -1.442 -0.699 0.7609 0.3551 0.3514 1.241
C -1.289 2.272 -0.799 0.1697 0.0912 0.0401 -0.689
C -0.226 1.282 -1.192 0.0967 0.1861 0.4343 0.356
N 0.286 0.492 -0.296 -0.3184 -0.9822 -0.3501 -0.379
N -0.102 0.714 1.002 -0.2104 0.6477 0.5978 -0.378
C 0.231 -0.195 1.846 0.3508 -0.0904 -0.1588 -0.067
S 1.072 -1.678 1.505 -0.3148 -0.0388 -0.1011 -0.368
S -0.210 0.138 3.538 0.1184 0.0434 0.2470 0.226
C 1.501 0.274 4.220 -0.3974 0.0456 -0.2430 -0.556
C 2.062 1.630 3.917 0.0610 -0.0026 -0.0185 0.065
C 2.656 1.883 2.682 -0.0075 -0.0321 0.0434 -0.238
C 3.054 3.166 2.343 0.0369 0.0127 -0.0238 -0.193
C 2.873 4.213 3.236 0.0140 0.0344 0.0113 -0.231
C 2.317 3.963 4.482 0.0113 0.0225 0.0130 -0.213
C 1.917 2.680 4.820 -0.0015 -0.0212 -0.0139 -0.243
C 0.157 1.179 -2.587 -0.0574 -0.4760 -0.4455 -0.192
C -0.163 2.222 -3.475 -0.0485 -0.0243 0.0862 -0.161
C 0.017 2.114 -4.833 0.0315 0.1364 -0.1016 -0.300
C 0.508 0.915 -5.362 0.0181 -0.0026 0.1039 -0.175
C 0.877 -0.110 -4.528 0.1300 0.0532 -0.0380 -0.294
C 0.769 -0.003 -3.119 0.0457 0.3236 0.1651 0.406
O 1.223 -0.966 -2.385 -0.4842 -0.4551 -0.4940 -0.790
H -1.800 1.911 0.089 0.0272 0.0823 -0.0008 0.259
H -2.001 2.391 -1.611 0.0307 0.0329 -0.0322 0.225
H -0.846 3.244 -0.565 -0.0622 0.0113 0.0230 0.230
H 2.075 -0.532 3.766 0.0674 -0.0141 0.0884 0.247
H 1.401 0.098 5.290 0.0372 0.0000 0.0236 0.222
H 2.788 1.070 1.978 -0.0264 -0.0222 -0.0216 0.228
H 3.501 3.350 1.374 -0.0212 -0.0032 -0.0011 0.210
H 3.160 5.220 2.961 0.0366 -0.0146 0.0111 0.204
H 2.188 4.773 5.190 -0.0102 -0.0080 -0.0001 0.204
H 1.469 2.490 5.789 -0.0257 0.0015 -0.0157 0.203
H -0.547 3.151 -3.071 -0.0729 -0.0498 -0.0170 0.201
H -0.226 2.943 -5.485 -0.0281 -0.0091 0.0157 0.201
H 0.598 0.798 -6.436 0.0311 -0.0100 0.0023 0.201
H 1.274 -1.040 -4.916 -0.0004 -0.0015 0.0119 0.217
F -0.265 -6.313 0.089 0.0167 0.0513 -0.0367 -0.312
C -1.273 -5.460 -0.088 -0.0324 0.1957 -0.2004 0.719
F -2.389 -6.162 -0.307 0.1000 0.0141 0.0469 -0.315
F -1.428 -4.744 1.023 -0.0284 -0.0171 -0.0385 -0.309
S -0.938 -4.348 -1.543 -0.2541 -0.4857 0.1811 2.279
O 0.133 -3.495 -1.087 0.3939 0.2680 0.0651 -0.972
O -0.648 -5.253 -2.604 -0.0784 0.0048 -0.0901 -0.906
N -2.334 -3.654 -1.761 0.2626 0.0507 0.0146 -1.222
S -2.721 -2.204 -1.306 -0.3006 0.0652 0.2505 2.272
O -1.628 -1.421 -0.774 -0.1672 0.1657 -0.1247 -0.994
O -3.590 -1.581 -2.247 -0.0447 -0.1036 -0.1082 -0.905
C -3.795 -2.456 0.205 0.1138 -0.0043 -0.0873 0.721
F -3.051 -2.472 1.307 -0.0786 -0.0564 -0.0568 -0.304
F -4.480 -3.600 0.129 0.0436 0.0765 -0.0139 -0.315
F -4.666 -1.448 0.296 0.0660 -0.0472 0.0054 -0.313
```
Forces are in eV/Å.

Calculated values
2S+1: 2
Gap between HOMO and LUMO (spin up / spin down), eV: 7.4 / 7.6
Charge: -1
Maximum force, eV Å⁻¹: 1.1
Molecular weight, g mol⁻¹: 653.5
Lowest unoccupied orbital energy (spin up / spin down), Eh: 0.088 / 0.091
Highest occupied orbital energy (spin up / spin down), eV: -5.05 / -5.11
Energy, Eh: -4809.6088



Record 3
A structure of composition C32H34MnN7O2S in a non-equilibrium geometry. Source: the OMol25 dataset; level of theory: ωB97M-V/def2-TZVPD.

The geometry in XYZ format:
```
77
Properties=species:S:1:pos:R:3:forces:R:3:lowdin_spin:R:1
Mn 0.260 1.108 -1.199 -0.5028 0.4023 0.1214 4.565
C 0.788 1.559 -5.417 -0.5703 0.3530 0.1907 0.002
C 0.011 0.530 -5.983 0.3298 -0.2091 1.5518 0.006
C -0.913 -0.120 -5.175 0.1146 0.9567 0.3535 0.001
C -1.112 0.311 -3.823 0.7855 0.8527 0.1009 0.013
N -0.285 1.265 -3.263 -0.3109 -0.1480 -2.0835 0.047
C 0.553 1.935 -4.102 -0.1057 -0.5548 -0.0923 0.012
N -2.180 -0.189 -3.125 -0.3561 -0.6813 0.1833 0.007
C -2.480 0.092 -1.892 1.5999 0.9421 -0.0282 0.012
N -1.730 0.878 -1.007 -1.9844 -0.9072 0.1868 0.054
C -2.395 0.915 0.210 1.4857 0.8584 -0.2241 0.011
N -1.984 1.518 1.291 -0.6849 -0.7997 0.3773 0.006
C -0.801 2.180 1.520 0.6288 0.8428 -0.5931 0.011
C -0.544 2.663 2.847 0.2878 -0.1265 -1.0222 0.001
C 0.617 3.377 3.106 0.0905 -0.6239 -0.9063 0.005
C 1.468 3.677 2.028 0.1660 0.1565 -0.5040 0.001
C 1.166 3.224 0.744 -0.3118 -0.1623 1.2923 0.011
N 0.093 2.427 0.502 0.1098 0.5103 0.9783 0.046
C -3.642 0.139 0.099 -0.1291 -0.1696 -0.6747 0.003
C -4.690 -0.077 0.961 -0.3452 0.4452 0.6121 0.001
C -5.794 -0.805 0.548 0.1127 -0.7055 -0.6338 0.001
C -5.819 -1.383 -0.732 0.5327 0.4720 0.5128 0.001
C -4.761 -1.155 -1.605 0.2919 -0.0025 -0.7981 0.001
C -3.672 -0.383 -1.199 -1.2766 -0.3999 0.6106 0.003
H 1.504 2.118 -6.007 -0.1188 -0.0204 -0.0163 0.000
H 0.198 0.221 -6.992 -0.1406 -0.1112 -0.3761 0.000
H -1.554 -0.886 -5.571 -0.1787 -0.1565 0.0444 0.000
H 1.026 2.830 -3.684 0.0670 -0.5316 -0.0197 0.001
H -1.270 2.443 3.610 -0.0825 -0.0880 0.0941 0.000
H 0.935 3.638 4.106 -0.3286 0.1862 0.0738 0.000
H 2.383 4.261 2.168 -0.4225 -0.1858 0.0431 0.000
H 1.834 3.463 -0.089 -0.4345 -0.2317 0.2612 0.001
H -4.715 0.372 1.943 0.2165 0.0581 0.1217 0.000
H -6.613 -0.973 1.233 -0.0591 0.0492 -0.0042 0.000
H -6.637 -2.006 -1.051 -0.2195 0.0147 0.0086 0.000
H -4.811 -1.554 -2.625 0.1685 0.1448 0.4307 0.000
O 2.109 1.716 -1.505 3.9611 -1.0274 -0.9858 0.065
S 3.493 0.961 -1.903 -2.4685 1.6113 0.7680 0.020
C 4.283 2.065 -3.120 0.3683 -0.7320 -0.6783 0.004
C 5.552 2.676 -2.515 0.1481 0.9626 0.7803 0.001
C 5.903 1.951 -1.173 0.5190 -0.2863 -0.2487 0.001
C 4.648 1.343 -0.541 -0.4345 0.2715 0.2577 0.003
H 3.529 2.784 -3.441 0.0069 -0.0624 0.2132 0.000
H 4.507 1.413 -4.000 -0.1308 0.4607 0.6705 0.000
H 5.410 3.771 -2.317 -0.0664 -0.9753 -0.1529 0.000
H 6.393 2.616 -3.219 -0.2718 -0.0875 0.2471 0.000
H 6.404 2.625 -0.454 -0.2980 -0.2563 -0.3962 0.000
H 6.615 1.135 -1.367 -0.1448 0.2581 -0.0444 0.000
H 4.118 2.056 0.126 0.1331 -0.4300 -0.4919 0.000
H 4.802 0.396 0.008 0.0863 0.5480 -0.2648 0.000
C -2.029 -0.750 3.731 -0.5111 0.1725 0.7437 0.000
C -2.001 -2.045 2.901 0.6156 0.2017 -0.2455 0.000
N -0.848 -2.877 3.244 1.3013 -0.4555 -0.9658 0.000
C -0.845 -3.464 4.607 -0.4670 -0.3572 -0.7942 0.000
C 0.157 -2.828 5.527 0.4570 0.3637 0.4995 0.000
C 0.212 -3.225 2.395 -1.3800 0.6277 1.0322 0.000
O 1.100 -3.961 2.782 -0.0283 0.0810 -0.4941 0.000
C 0.242 -2.686 0.949 -0.1012 -1.2257 -0.2293 0.001
C 0.265 -3.648 -0.105 0.2569 1.0830 0.6069 0.006
C 0.406 -3.206 -1.409 0.0669 0.1504 -0.0651 0.001
C 0.626 -1.857 -1.642 -0.2504 0.2010 0.4374 0.014
N 0.573 -0.941 -0.660 0.3626 -0.8499 0.0245 0.045
C 0.362 -1.351 0.608 0.1623 -0.2031 -0.1667 0.012
H -2.619 0.037 3.226 0.2564 -0.4306 0.2312 0.000
H -1.007 -0.346 3.897 -0.5753 -0.3003 -0.1875 0.000
H -2.500 -0.938 4.742 0.6017 0.2104 -0.9892 0.000
H -1.971 -1.827 1.819 -0.0594 -0.0570 0.4661 0.000
H -2.880 -2.661 3.094 -0.2533 0.1949 -0.1121 0.000
H -0.658 -4.544 4.516 0.0706 0.2969 -0.0115 0.000
H -1.873 -3.361 4.973 0.1996 0.0711 0.0287 0.000
H 1.167 -3.007 5.146 -0.1429 0.0196 0.1481 0.000
H 0.080 -3.256 6.539 0.0442 0.1144 -0.3450 0.000
H 0.010 -1.740 5.606 -0.0339 -0.3369 -0.0072 0.000
H 0.259 -4.706 0.109 -0.2635 -0.0762 0.1796 0.000
H 0.363 -3.861 -2.271 0.1682 -0.1782 0.2283 0.000
H 0.858 -1.504 -2.649 -0.2154 0.0583 0.2429 0.002
H 0.356 -0.575 1.372 -0.1144 -0.0599 -0.1026 0.002
```
Forces are in eV/Å.

Calculated values
2S+1: 6
Gap between HOMO and LUMO (spin up / spin down), eV: 6.8 / 7.2
Charge: +1
Maximum force, eV Å⁻¹: 4.2
Molecular weight, g mol⁻¹: 635.7
Lowest unoccupied orbital energy (spin up / spin down), Eh: -0.119 / -0.118
Highest occupied orbital energy (spin up / spin down), eV: -10.04 / -10.41
Energy, Eh: -3322.6556



Record 4
A cluster of 2 separate species, C12H21NO8S in total in a non-equilibrium geometry. Source: the OMol25 dataset; level of theory: ωB97M-V/def2-TZVPD.

The geometry in XYZ format:
```
43
Properties=species:S:1:pos:R:3:forces:R:3:nbo_charge:R:1
C -2.642 3.572 -1.018 -0.4813 -0.6809 -1.2640 -0.270
O -1.865 4.648 -0.429 -0.2778 -1.3319 0.6610 -0.566
C -1.441 4.326 0.933 -0.3053 0.4197 0.4576 -0.068
C 0.063 4.828 1.210 -0.4227 0.5341 -0.5174 -0.431
C 0.786 4.140 2.485 0.5066 0.4379 -0.5279 -0.427
C 2.031 3.254 1.956 0.8535 -0.3416 1.0704 -0.406
C 1.984 1.692 2.362 0.6234 -0.5531 -0.8957 -0.432
C 0.542 0.990 2.212 -0.3378 0.6684 1.1849 -0.117
O 0.592 -0.054 1.156 -0.8748 -0.0049 -0.7492 -0.720
S -0.978 -0.517 0.736 -2.3080 2.8408 0.1762 1.665
O -1.718 0.618 0.030 2.7251 -2.9809 1.8156 -0.883
O -0.886 -1.773 -0.436 1.0776 0.4202 1.7421 -0.529
N -1.470 -1.356 -1.602 3.3812 1.0270 -5.2796 -0.272
C -0.519 -0.993 -2.482 0.8772 4.2114 -1.7190 0.842
O 0.192 -0.335 -3.285 -4.6097 -4.8768 5.0037 -0.443
H -1.973 2.787 -1.565 -0.9185 1.3274 1.1827 0.183
H -3.300 3.001 -0.263 1.0388 1.0108 -1.0089 0.181
H -3.338 3.993 -1.853 1.2467 -0.4103 1.6552 0.193
H -1.615 3.201 1.083 0.6661 1.5352 -0.0173 0.178
H -2.149 4.892 1.652 1.0116 -0.9715 -0.9513 0.175
H 0.065 5.984 1.364 -0.2472 -2.0385 -0.2941 0.215
H 0.647 4.670 0.214 -0.8745 0.0592 1.9044 0.217
H 0.064 3.538 3.164 1.1016 0.9154 -1.3432 0.208
H 1.220 4.975 3.162 -0.8103 -1.3983 -1.1532 0.220
H 2.988 3.689 2.461 -1.5608 -0.8478 -0.9809 0.216
H 2.225 3.323 0.823 -0.7030 0.0402 1.7632 0.216
H 2.689 1.141 1.613 -1.2415 0.8475 1.3424 0.235
H 2.451 1.481 3.407 -1.1620 0.5163 -1.7406 0.220
H -0.313 1.693 1.911 1.5509 -0.6671 0.4915 0.206
H 0.256 0.540 3.248 0.3975 0.3838 -1.9683 0.196
C 0.993 -3.965 -1.969 0.5088 0.0453 0.3170 -0.629
C 0.787 -5.444 -2.219 0.1511 1.1550 -0.2360 0.060
C -0.653 -5.863 -2.194 -0.5599 0.1034 -0.4575 -0.096
O -0.570 -7.221 -1.781 0.5060 -0.1372 0.3388 -0.486
C 0.575 -7.337 -1.050 0.3406 -1.1284 0.8245 0.964
O 0.863 -8.296 -0.387 -0.3054 1.0073 -0.7161 -0.566
O 1.349 -6.219 -1.165 -0.4114 -0.6663 0.0455 -0.488
H 2.057 -3.717 -2.030 -0.1232 0.0015 -0.1071 0.229
H 0.452 -3.360 -2.699 0.0377 -0.1888 -0.0389 0.209
H 0.667 -3.686 -0.963 -0.1213 -0.1394 -0.1624 0.230
H 1.275 -5.740 -3.154 -0.1071 -0.0606 0.0321 0.183
H -1.125 -5.787 -3.176 0.0024 -0.1826 0.1350 0.204
H -1.257 -5.313 -1.465 0.1590 0.0987 -0.0153 0.186
```
Forces are in eV/Å.

Calculated values
Gap between HOMO and LUMO, eV: 8.8
Charge: 0
Maximum force, eV Å⁻¹: 8.4
Molecular weight, g mol⁻¹: 339.4
Lowest unoccupied orbital energy, Eh: -0.028
Highest occupied orbital energy, eV: -9.54
Energy, Eh: -1524.4550